# 1
Here is 2 unconnected molecules or ions with the total composition C6H9N in a non-equilibrium geometry from the OMol25 dataset. Energies are from ωB97M-V/def2-TZVPD.

XYZ file:
```
16
Properties=species:S:1:pos:R:3:forces:R:3
C -2.4832 -1.3548 -0.0336 -0.6 -0.8 1.4
C -1.2621 -0.5826 -0.4701 1.5 1.0 3.4
C -2.3084 0.3958 -0.2514 0.6 0.1 0.7
C -2.2840 1.6720 0.5337 -3.6 0.4 -2.6
C 1.6305 -1.2372 -0.5130 0.9 0.4 0.2
C 0.8737 -0.7717 0.6725 -3.1 -1.1 -3.2
N -3.4125 -0.4546 -0.2949 0.3 0.4 -0.9
H -0.8997 -0.8929 -1.3542 1.1 -0.8 -3.0
H -3.2349 1.7718 1.0430 -0.3 -0.4 0.5
H -2.4838 2.5031 -0.2171 1.1 -0.8 0.6
H -1.5535 1.8627 1.2204 2.4 0.4 1.3
H 1.3834 -2.2122 -0.8512 -0.5 -1.4 0.6
H 2.7061 -1.2677 -0.3146 0.1 0.2 -0.1
H 1.4324 -0.7536 -1.4272 0.1 1.6 -0.9
H 0.8316 0.1532 1.1257 0.5 2.1 0.3
H 0.7954 -1.5514 1.3469 -0.7 -1.4 1.6
```
Forces are in eV/Å.

As for the largest force on an atom: 0.089 Eh/bohr. Its energy relative to the best compared isomer or geometry (same formula, charge and spin) is 775.6 kJ/mol. The LUMO energy (alpha / beta) is -0.071 / -0.070 eV. The highest occupied orbital energy (alpha / beta) comes out at -0.299 / -0.299 hartree. For the orbital gap (alpha / beta), the calculation gives 8.06 / 8.06 eV.

# 2
Here is a molecular structure, C46H32Co2NO7PS in a non-equilibrium geometry from the OMol25 dataset. Energies are from ωB97M-V/def2-TZVPD.

XYZ file:
```
90
Properties=species:S:1:pos:R:3:forces:R:3
C -4.3525 -4.2699 5.5727 0.2 0.1 0.0
C -3.3903 -4.8559 6.4011 0.0 0.1 -0.2
C -2.0357 -4.5643 6.2198 -0.2 0.1 -0.2
C -1.6485 -3.6937 5.1984 -0.3 0.2 0.2
S 0.1013 -3.3507 4.9189 -0.7 1.5 0.2
C 0.2451 -1.7166 5.4394 -0.4 -0.6 0.2
C 1.4714 -1.0521 5.5622 -0.3 -0.1 -0.2
C 1.5339 0.1198 6.3820 0.5 0.1 0.0
C 2.7196 0.8052 6.5548 -0.5 -0.2 0.0
C 3.8864 0.3787 5.8968 0.5 0.2 0.0
C 5.1197 1.0802 6.0919 1.1 0.8 0.2
N 6.1220 1.6614 6.2634 -1.4 -0.9 -0.2
C 3.8394 -0.7446 5.0511 -0.4 -0.4 0.0
C 2.6688 -1.4606 4.8877 0.3 0.3 0.2
O 0.7897 -4.2786 5.7907 0.5 -0.6 -0.1
O 0.3010 -3.4552 3.4885 0.3 -0.6 -0.1
C -2.6045 -3.0698 4.3940 -0.2 -0.2 0.2
C -3.9587 -3.3637 4.5815 0.2 -0.1 0.1
H -5.4085 -4.5110 5.7048 0.3 0.1 0.0
H -3.6839 -5.5474 7.1921 0.0 0.2 -0.2
H -1.2845 -5.0102 6.8667 0.0 0.1 -0.2
H -0.6483 -1.3474 5.9371 0.2 -0.1 0.0
H 0.6167 0.4314 6.8871 0.3 0.0 -0.1
H 2.7638 1.6785 7.2072 0.0 -0.2 -0.2
H 4.7467 -1.0576 4.5282 -0.3 0.1 0.1
H 2.6429 -2.3349 4.2344 0.0 0.3 0.2
H -2.2870 -2.3594 3.6330 0.0 -0.2 0.1
H -4.7029 -2.8854 3.9433 0.2 -0.1 0.2
O -1.1456 0.3618 2.1234 -0.3 1.7 -0.7
C -1.2188 1.4136 1.6368 0.6 -2.8 1.4
Co -1.1934 3.0425 0.9736 0.1 -1.3 -1.1
C -2.6091 3.9419 1.4825 -0.9 1.3 -0.4
O -3.5091 4.5560 1.8759 0.4 -0.5 0.1
C 0.0697 3.6902 1.9900 1.3 0.6 -0.5
O 0.9549 4.0702 2.6335 -1.2 -0.4 -0.4
C -0.1838 2.8900 -0.7989 2.3 2.9 0.3
C 0.6726 1.7842 -0.8693 1.8 1.0 0.9
C 1.9856 1.5429 -0.6023 -0.8 0.6 -0.6
C 2.5550 0.3119 -0.1162 0.6 -0.8 -0.2
C 3.8357 0.3277 0.4996 -0.6 -0.1 -0.3
C 4.3687 -0.8292 1.0512 -0.2 -0.3 -0.1
C 3.6630 -2.0403 0.9756 0.0 0.2 -0.1
C 2.4184 -2.0742 0.3373 0.1 0.2 -0.1
C 1.8704 -0.9182 -0.2141 0.4 0.1 0.2
Co -1.0405 1.4191 -1.3680 -3.4 -1.6 0.1
C -1.3714 -0.2433 -0.9183 -0.9 -2.8 1.0
O -1.7021 -1.3211 -0.6285 0.7 2.0 -0.6
C -2.7142 2.0122 -1.3405 -1.5 0.6 0.2
O -3.8232 2.3531 -1.3317 1.3 -0.4 -0.2
P -0.8571 1.1223 -3.5061 0.6 0.4 0.2
C -0.9462 -0.6240 -4.0470 -0.1 -0.2 -0.3
C 0.0934 -1.2788 -4.7247 -0.3 -0.2 0.1
C -0.0140 -2.6430 -5.0147 -0.2 0.1 0.0
C -1.1801 -3.3431 -4.6938 0.0 0.2 0.0
C -2.2431 -2.6791 -4.0729 0.2 0.2 0.0
C -2.1194 -1.3309 -3.7325 0.2 -0.3 -0.3
C -2.1278 1.9576 -4.5252 -0.1 0.0 -0.4
C -2.8531 1.2963 -5.5276 -0.1 0.4 0.1
C -3.8321 1.9862 -6.2482 0.1 0.1 0.1
C -4.0531 3.3460 -6.0151 0.1 -0.1 0.1
C -3.3077 4.0160 -5.0390 0.1 -0.3 0.0
C -2.3661 3.3200 -4.2771 -0.2 -0.1 -0.3
C 0.7198 1.7109 -4.2291 0.0 0.0 -0.4
C 0.7895 2.7269 -5.1946 0.3 -0.2 0.2
C 2.0314 3.2497 -5.5637 0.0 -0.1 0.1
C 3.2052 2.7632 -4.9803 -0.2 -0.1 0.1
C 3.1446 1.7117 -4.0608 -0.2 0.1 -0.3
C 1.9071 1.1777 -3.7044 0.0 0.1 0.2
H 0.0097 3.8456 -1.3064 -0.1 -0.3 0.1
H 2.6848 2.3751 -0.7555 -0.2 0.0 0.8
H 4.3784 1.2755 0.5413 -0.2 -0.3 0.1
H 5.3404 -0.8006 1.5440 -0.2 0.0 -0.1
H 4.0767 -2.9505 1.4119 -0.1 0.3 -0.1
H 1.8611 -3.0077 0.2698 0.1 0.2 0.1
H 0.9084 -0.9403 -0.7293 0.4 -0.1 0.3
H 0.9845 -0.7306 -5.0291 -0.2 -0.2 0.2
H 0.8181 -3.1540 -5.5013 -0.2 0.1 0.1
H -1.2656 -4.4059 -4.9280 0.0 0.3 0.1
H -3.1703 -3.2047 -3.8435 0.3 0.1 0.0
H -2.9518 -0.8174 -3.2448 0.3 -0.2 0.0
H -2.6590 0.2463 -5.7444 -0.1 0.3 0.1
H -4.4175 1.4535 -6.9981 0.1 0.2 0.1
H -4.8055 3.8861 -6.5923 0.2 -0.2 0.2
H -3.4574 5.0803 -4.8616 0.0 -0.2 0.0
H -1.7998 3.8369 -3.4978 -0.2 -0.2 -0.1
H -0.1249 3.1021 -5.6525 0.3 0.0 0.1
H 2.0764 4.0443 -6.3088 0.0 -0.2 0.2
H 4.1692 3.1994 -5.2418 -0.2 -0.1 0.0
H 4.0514 1.3076 -3.6096 -0.2 0.1 -0.1
H 1.8558 0.3561 -2.9860 0.1 0.3 -0.2
```
Forces are in eV/Å.

As for the largest force on an atom: 0.073 Eh/bohr. The charge is -2. Its energy relative to the best compared isomer or geometry (same formula, charge and spin) is 0.0 kJ/mol. The LUMO energy is 3.630 eV. The highest occupied orbital energy comes out at -0.052 hartree. For the orbital gap, the calculation gives 5.03 eV.